# C40H38CaIN3P2S3

A structure of composition C40H38CaIN3P2S3 (wB97M-V/def2-TZVPD, OMol25).

Calculated values
HOMO = -6.703 eV
charge = 0

XYZ file:
```
88
C40H38CaIN3P2S3 | OMol25 | wB97M-V/def2-TZVPD
I 5.983 3.762 -3.325
Ca 1.279 0.876 0.392
S 2.487 -0.994 -0.933
S 4.938 -2.612 2.755
S -0.709 2.347 -0.550
P -1.514 0.579 -1.282
P 0.599 -1.637 -1.447
N 3.704 -0.470 2.134
N 2.746 2.543 -0.863
N 2.113 3.280 -1.790
C 0.869 1.246 3.574
C 0.859 3.497 2.736
C -2.715 0.106 0.032
C -3.585 0.148 -3.082
C -4.297 1.655 -4.817
C -4.529 0.683 1.515
C 2.954 3.777 -2.706
C -4.636 -0.648 1.913
C 0.352 -2.623 -4.043
C -0.517 1.163 3.390
C 0.655 -3.472 -5.103
C -3.575 1.058 0.581
C 3.630 -1.768 2.048
C -4.390 0.423 -4.176
C 5.650 -1.126 3.206
C -0.545 -3.957 -0.341
C -1.279 -0.089 3.741
C -1.277 4.625 2.020
C -0.825 -4.378 2.014
C -3.408 2.608 -4.349
C -2.681 1.100 -2.609
C -1.010 -4.760 0.692
C -1.189 2.272 2.893
C 3.032 2.563 3.584
C 0.115 -2.760 -0.072
C 4.216 3.353 -2.353
C -2.605 2.331 -3.245
C -0.581 -0.594 -1.997
C 1.563 2.420 3.275
C -0.189 -3.176 2.297
C 0.940 -2.820 -2.803
C 1.539 -4.526 -4.922
C -0.518 3.443 2.555
C -2.849 -1.225 0.409
C 0.269 -2.378 1.257
C 4.031 2.578 -1.201
C -3.802 -1.602 1.354
C 1.830 -3.878 -2.626
C 4.865 -0.105 2.789
C 2.126 -4.732 -3.677
H -1.915 3.077 -2.871
H -4.915 1.865 -5.682
H 1.095 3.287 -1.763
H 1.402 0.409 4.016
H 2.304 -4.024 -1.662
H 4.769 2.044 -0.622
H -1.538 -0.659 2.846
H -0.697 -4.257 -1.370
H 0.197 -3.311 -6.072
H -5.087 -0.323 -4.536
H 3.417 1.661 4.051
H -1.517 -5.691 0.466
H 1.778 -5.184 -5.749
H 2.817 -5.553 -3.531
H -5.377 -0.937 2.649
H 2.617 4.376 -3.536
H -3.337 3.570 -4.841
H -0.621 5.299 1.469
H -2.069 4.297 1.347
H -2.216 0.158 4.240
H -1.733 5.190 2.837
H 3.192 3.395 4.271
H -3.888 -2.643 1.645
H -3.493 2.092 0.268
H 6.589 -1.082 3.734
H 1.394 4.411 2.493
H 0.746 -1.432 1.506
H -0.696 -0.733 4.401
H -0.052 -2.861 3.325
H 3.615 2.768 2.682
H -0.339 -1.797 -4.163
H -1.177 -5.009 2.822
H -5.196 1.428 1.934
H 5.107 0.938 2.914
H -2.224 -1.970 -0.059
H -3.645 -0.818 -2.593
H 2.838 -2.300 1.537
H -2.263 2.215 2.749
```

=====

# C40H38N6O20S2

A cluster of 8 separate species, C40H38N6O20S2 in total (wB97M-V/def2-TZVPD, OMol25).

Calculated values
HOMO = -9.357 eV
charge = 0
SMILES = O=[N+]([O-])c1ccccc1.O=[N+]([O-])c1ccccc1.O=[N+]([O-])c1ccccc1.O=[N+]([O-])c1ccccc1.O=[N+]([O-])c1ccccc1.O=[N+]([O-])c1ccccc1.O=S1(=O)OCCO1.O=S1(=O)OCCO1

XYZ file:
```
106
C40H38N6O20S2 | OMol25 | wB97M-V/def2-TZVPD
S 0.638 -1.690 -4.792
S -1.359 0.515 0.736
O -1.027 1.434 1.773
O 2.474 -2.523 0.677
O 1.739 -1.070 -5.803
O 1.514 -1.318 -3.436
O 1.643 4.303 -2.654
O -2.567 -0.241 0.771
O 1.865 3.479 7.468
O 1.420 4.158 -0.531
O -5.520 -2.816 -0.079
O 0.556 -3.097 -4.959
O 0.442 3.814 5.903
O -0.100 -0.505 0.445
O -5.842 3.785 1.917
O -4.696 -4.364 1.195
O -4.593 2.397 0.838
O 4.406 -2.203 -0.164
O -5.276 0.915 -2.642
O -0.561 -0.923 -4.804
O -3.673 -0.517 -2.822
O -1.226 1.300 -0.695
N 3.679 -2.593 0.746
N -4.125 0.604 -2.871
N 1.450 3.311 6.337
N -4.616 -3.558 0.275
N 1.978 3.878 -1.563
N -5.536 2.671 1.542
C -0.968 -3.204 -1.870
C -0.935 -3.300 -0.476
C 1.820 2.149 4.178
C -7.060 -0.719 1.995
C 2.996 2.841 -1.559
C 3.291 1.674 6.042
C -3.327 -3.403 -1.818
C -3.347 -3.470 -0.437
C -8.369 -0.408 2.307
C 4.687 1.544 -2.698
C 3.388 0.378 4.027
C -2.430 3.932 -2.848
C 2.892 -1.430 -3.808
C 3.687 2.524 -2.716
C 6.372 -3.233 3.286
C -0.348 0.620 -1.587
C -1.478 3.770 -3.827
C 2.981 -0.761 -5.176
C 5.635 -3.596 4.413
C -8.743 0.930 2.390
C 5.014 0.918 -1.510
C -3.193 1.695 -3.147
C 3.859 0.653 5.284
C 2.188 2.363 5.510
C 4.357 -3.058 1.935
C 3.281 2.160 -0.367
C 5.720 -2.917 2.095
C -1.444 2.609 -4.583
C -6.499 1.593 1.824
C 4.248 1.197 -0.376
C -3.221 2.874 -2.407
C 3.618 -3.470 3.049
C -2.163 -3.264 -2.554
C -2.122 -3.474 0.237
C 2.449 1.161 3.433
C -7.814 1.924 2.172
C -2.314 1.581 -4.235
C 0.663 -0.075 -0.654
C -6.094 0.274 1.791
C 4.254 -3.667 4.258
H 0.012 -3.255 0.041
H -0.034 -2.982 -2.369
H 4.696 0.130 5.729
H -2.012 -3.580 1.308
H 3.212 -2.468 -3.727
H 3.682 -4.050 5.095
H -5.089 0.043 1.462
H -2.324 0.640 -4.768
H -2.376 4.835 -2.251
H 0.140 1.377 -2.196
H 2.211 1.013 2.387
H 4.606 0.697 0.518
H 1.459 0.592 -0.307
H -9.730 1.230 2.717
H -9.027 -1.218 2.592
H 1.109 -0.954 -1.112
H -4.271 -3.415 -2.350
H 2.575 -3.754 3.083
H -0.826 4.529 -4.247
H 1.017 2.795 3.842
H 7.438 -3.076 3.362
H 2.802 2.419 0.568
H 6.145 -3.807 5.342
H -6.672 -1.729 2.039
H -0.798 2.480 -5.438
H -2.302 -3.247 -3.625
H 3.382 -0.783 -3.077
H -0.927 -0.119 -2.145
H -3.912 2.977 -1.582
H 3.651 1.813 7.050
H -8.081 2.966 2.269
H 5.855 0.240 -1.525
H 3.439 3.036 -3.635
H 3.805 -0.462 3.476
H 3.879 -1.175 -5.634
H 6.388 -2.453 1.381
H 2.997 0.321 -5.068
H 5.268 1.333 -3.587
```

=====

# C40H38NOOsP2

A structure of composition C40H38NOOsP2 (wB97M-V/def2-TZVPD, OMol25).

Calculated values
HOMO (spin up / spin down) = -15.291 / -15.268 eV
charge = +3
multiplicity = 5
<S²> = 6.0463

XYZ file:
```
83
C40H38NOOsP2 | OMol25 | wB97M-V/def2-TZVPD
Os 0.034 -1.332 -0.114
P 2.434 -1.974 0.462
P -2.244 -1.857 0.058
O -0.102 1.090 0.306
N -0.126 -1.480 1.823
C 0.480 -1.188 3.959
C 1.472 -1.308 -2.020
C 6.455 -1.648 0.024
C 4.208 -2.403 0.357
C 6.018 -3.960 0.540
C -1.805 2.903 -0.804
C -3.251 -6.027 -1.526
C 2.189 -0.759 -0.920
C 2.545 0.590 -0.952
C -4.468 -0.084 -0.223
C 2.300 -0.992 2.065
C -1.250 -1.638 2.585
C 0.299 2.025 1.010
C 6.912 -2.935 0.264
C 5.102 -1.373 0.061
C -3.875 0.213 -2.940
C -1.723 -4.489 -0.503
C -4.988 0.836 -2.390
C 0.686 5.711 1.245
C -2.683 -3.480 -0.610
C 4.658 -3.698 0.591
C -5.282 0.681 -1.043
C -0.326 6.177 0.389
C -2.013 -5.762 -0.951
C -2.528 -1.974 1.902
C -0.507 7.632 0.235
C -0.897 -1.456 3.922
C -0.929 3.880 -0.102
C 1.527 0.831 -3.127
C -3.048 -0.542 -2.133
C -3.928 -3.746 -1.177
C -4.205 -5.024 -1.627
C 0.941 -1.201 2.644
C 1.143 -0.504 -3.110
C 0.089 3.423 0.789
C 2.038 3.960 2.356
C 2.238 1.364 -2.062
C -1.115 5.238 -0.284
C 0.906 4.369 1.472
C -3.348 -0.698 -0.774
H -2.624 3.408 -1.304
H -0.472 8.122 1.210
H -0.758 -4.251 -0.056
H 2.553 2.393 -2.086
H 1.320 6.438 1.733
H 3.074 -1.307 2.771
H 1.057 -0.996 4.842
H -3.466 -7.014 -1.903
H 4.756 -0.371 -0.136
H -2.212 2.176 -0.102
H 2.809 3.452 1.778
H 1.290 1.448 -3.978
H 2.479 0.064 1.831
H -4.677 -2.972 -1.253
H -1.425 7.895 -0.283
H -3.345 -1.326 2.228
H -1.544 -1.509 4.773
H -5.171 -5.239 -2.054
H -2.188 -1.059 -2.548
H 2.498 4.828 2.816
H 0.623 -0.931 -3.954
H -3.675 0.295 -3.997
H 1.368 -2.398 -2.108
H 6.377 -4.963 0.709
H -4.729 -0.234 0.814
H -6.164 1.154 -0.639
H -2.834 -3.001 2.137
H 1.705 3.307 3.160
H 0.874 1.788 1.919
H 7.146 -0.846 -0.196
H -1.282 -6.549 -0.855
H 7.972 -3.137 0.234
H 3.076 1.039 -0.124
H 0.339 8.053 -0.320
H -1.232 2.347 -1.547
H -5.638 1.430 -3.014
H 3.968 -4.502 0.804
H -1.881 5.574 -0.968
```

=====

# C40H39AsNO7P2STeTi

A structure of composition C40H39AsNO7P2STeTi (wB97M-V/def2-TZVPD, OMol25).

Calculated values
HOMO (spin up / spin down) = -10.107 / -10.107 eV
charge = +1

XYZ file:
```
93
C40H39AsNO7P2STeTi | OMol25 | wB97M-V/def2-TZVPD
Te -1.002 -2.500 3.001
As 1.814 3.236 -1.482
Ti 1.472 0.633 -0.268
S 4.133 0.806 -0.494
P 0.412 -1.664 -0.012
P -0.269 0.415 1.483
O 1.215 1.618 -1.758
O 3.142 1.412 0.476
O -1.771 1.033 -1.235
O 1.179 4.200 -2.764
O 3.259 -0.184 -1.199
O 5.322 0.294 0.081
O 1.299 3.558 0.031
N -5.817 -3.274 2.464
C -5.123 -2.657 1.513
C -2.252 -3.234 -2.679
C -0.596 -1.274 1.364
C -3.786 -3.453 3.727
C -1.641 1.509 1.862
C 0.915 -4.352 0.397
C 1.431 2.110 2.962
C -1.610 2.853 1.490
C -3.049 0.491 -0.913
C -1.631 -2.863 -1.497
C 2.022 -0.234 2.877
C 1.486 -3.080 0.339
C 2.844 -2.924 0.605
C 3.621 -4.028 0.929
C 3.213 0.041 3.531
C 3.048 -5.288 0.986
C -2.760 0.983 2.500
C 3.663 3.143 -1.988
C 3.514 1.345 3.893
C 4.118 4.148 -2.829
C -3.845 0.029 -2.118
C -0.576 -2.049 -3.937
C 5.436 4.152 -3.272
C 2.618 2.374 3.619
C 1.122 0.799 2.583
C -5.146 -3.661 3.547
C -1.529 2.121 -3.412
C -1.725 -2.826 -3.898
C -1.832 2.270 -1.931
C -0.469 -2.096 -1.533
C 1.694 -5.449 0.720
C 0.055 -1.687 -2.755
C 4.555 2.133 -1.589
C -2.696 3.666 1.776
C -3.841 1.805 2.784
C -3.760 -2.406 1.591
C -3.809 3.144 2.423
C 6.306 3.155 -2.876
C 5.867 2.146 -2.030
C -3.074 -2.813 2.722
H -4.655 3.782 2.641
H -2.831 -0.350 -0.256
H 0.749 2.918 2.735
H -2.674 4.709 1.489
H 5.773 4.944 -3.927
H -4.191 0.868 -2.722
H -3.253 -1.892 0.787
H -2.268 1.489 -3.901
H 7.333 3.157 -3.214
H 3.441 4.926 -3.151
H -3.618 1.226 -0.329
H -3.241 -0.631 -2.741
H 3.307 -1.948 0.553
H -0.139 -4.491 0.191
H -1.103 2.933 -1.454
H 1.783 -1.257 2.609
H 3.900 -0.763 3.759
H 0.964 -1.095 -2.794
H 1.244 -6.432 0.766
H -1.542 3.097 -3.904
H -0.750 3.259 0.968
H 3.655 -6.148 1.233
H 6.543 1.371 -1.695
H -4.726 -0.521 -1.783
H 2.852 3.388 3.915
H -2.814 2.730 -1.778
H 4.677 -3.898 1.128
H -5.685 -2.344 0.639
H -2.049 -3.174 -0.547
H -2.796 -0.065 2.770
H -3.309 -3.785 4.642
H 4.444 1.562 4.401
H -5.724 -4.161 4.316
H 0.321 4.584 -2.531
H -0.547 1.673 -3.554
H -2.215 -3.112 -4.819
H -3.148 -3.839 -2.650
H -4.709 1.394 3.282
H -0.168 -1.729 -4.886
```

=====

Q: Which of these has the highest charge?
A: C40H38NOOsP2

=====

Q: Among the records above, which one has the highest charge?
A: C40H38NOOsP2